# 1
A structure of composition C29H31IrN7O4PSe at a distorted geometry. Source: the OMol25 dataset; level of theory: ωB97M-V with the def2-TZVPD basis set.

The calculation puts the HOMO energy (alpha / beta) at -0.5972 / -0.5986 Ha. The multiplicity is 2. Its charge is +3.

Structure (XYZ):
```
74
Properties=species:S:1:pos:R:3:mulliken_spin:R:1
Ir 0.0938 -0.1263 0.4684 0.02
Se 6.3225 -4.3902 -0.3740 0.00
N 5.8007 -2.8442 -1.0566 0.00
C 4.6366 -2.5616 -0.5330 0.00
C 3.8840 -1.3554 -0.8617 0.00
C 4.3393 -0.3402 -1.7030 0.00
C 3.5493 0.7783 -1.8799 0.00
C 2.3055 0.8523 -1.2675 0.01
N 1.8430 -0.1395 -0.5052 0.00
C 2.6383 -1.2102 -0.2650 0.00
C 2.1534 -2.1374 0.7272 0.00
N 0.9831 -1.7858 1.2978 -0.01
C 0.4432 -2.5862 2.2152 0.01
C 1.0723 -3.7612 2.6097 0.00
C 2.2801 -4.1191 2.0443 0.00
C 2.8459 -3.2894 1.0744 0.00
C 4.1203 -3.5214 0.4061 0.00
N 4.8724 -4.5685 0.6225 0.00
H 5.3089 -0.4297 -2.1762 0.00
H 3.8810 1.6032 -2.4947 0.00
H 1.6645 1.7082 -1.3933 0.00
H -0.4947 -2.2721 2.6509 0.00
H 0.6087 -4.3793 3.3658 0.00
H 2.7915 -5.0269 2.3387 0.00
C -1.4129 4.5825 -2.7569 0.19
C -0.5826 3.4914 -3.0390 -0.05
C -0.5194 2.4291 -2.1705 0.14
C -1.3094 2.4198 -0.9965 0.03
C -2.1463 3.5326 -0.7227 0.18
C -2.1843 4.5963 -1.5938 -0.06
N -1.2486 1.3672 -0.1436 0.40
C -2.3148 0.9904 0.6669 -0.05
C -3.6544 1.0437 0.2670 0.13
C -4.6260 0.4884 1.0792 -0.03
C -4.2894 -0.1513 2.2726 0.07
C -2.9630 -0.2488 2.6591 -0.01
C -1.9793 0.3310 1.8640 0.03
H -1.4589 5.4164 -3.4444 0.00
H -0.0056 3.4788 -3.9542 0.00
H 0.0549 1.5479 -2.4104 0.00
H -2.7082 3.5644 0.2019 0.00
H -2.8086 5.4508 -1.3701 0.00
H -3.9165 1.4756 -0.6897 0.00
H -5.6632 0.5381 0.7745 0.00
H -5.0658 -0.5672 2.9004 0.00
H -2.7050 -0.7185 3.6000 0.00
H -0.9547 0.3837 2.2630 0.00
C -2.6873 -2.9641 0.1525 0.00
O -2.2893 -1.9412 -0.7912 0.00
P -0.8127 -1.4891 -1.0744 0.00
O -0.9167 -0.7510 -2.4405 0.00
C -1.9967 -0.7944 -3.4227 0.00
O 0.0714 -2.7690 -1.2462 0.00
C -0.1474 -3.7100 -2.3428 0.00
H -1.9873 -3.7981 0.1281 0.00
H -3.6724 -3.2980 -0.1558 0.00
H -2.7377 -2.5323 1.1496 0.00
H -1.7081 -1.4698 -4.2229 0.00
H -2.1010 0.2160 -3.8055 0.00
H -2.9192 -1.1242 -2.9556 0.00
H 0.5166 -4.5465 -2.1563 0.00
H 0.1073 -3.2306 -3.2849 0.00
H -1.1817 -4.0492 -2.3500 0.00
C 1.3934 4.8492 2.4680 0.00
N 1.4448 3.5428 1.8161 0.00
C 0.8765 2.4329 2.2785 0.00
N 0.0809 2.5211 3.3581 0.00
O 1.0980 1.3196 1.7043 0.00
H 2.0608 5.5239 1.9416 0.00
H 1.7356 4.7847 3.5017 0.00
H 0.3869 5.2669 2.4328 0.00
H 2.0456 3.4198 1.0186 0.00
H 0.0215 3.3756 3.8884 0.00
H -0.1635 1.6754 3.8430 0.00
```

# 2
A structure of composition C29H31NO2P2Se2Sn at a distorted geometry. Source: the OMol25 dataset; level of theory: ωB97M-V with the def2-TZVPD basis set.

The calculation puts the HOMO energy at -0.5126 Ha. Its charge is +2.

Structure (XYZ):
```
68
Properties=species:S:1:pos:R:3:mulliken_charge:R:1
Sn 0.3061 -1.8252 -0.1950 0.44
O -0.5148 -4.4094 -0.1944 -0.29
C -1.5141 -5.3370 0.2226 -1.14
C -2.5927 -4.6577 1.0725 1.22
C -3.7830 -5.6489 1.2094 -1.14
O -4.8207 -4.9830 1.8747 -0.53
C -2.1436 -4.3538 2.5016 -1.13
Se -1.0123 -2.7604 2.6702 -0.03
C -3.1188 -3.3946 0.3840 -0.97
Se -2.2135 -1.7202 0.9400 -0.07
H 0.1416 -4.9083 -0.6961 0.28
H -1.0453 -6.1427 0.7949 0.47
H -1.9907 -5.7710 -0.6627 0.51
H -3.4422 -6.5271 1.7721 0.44
H -4.1012 -5.9840 0.2135 0.44
H -5.5681 -5.5778 2.0102 0.37
H -1.5858 -5.1794 2.9436 0.52
H -3.0327 -4.1679 3.1102 0.52
H -4.1657 -3.2423 0.6632 0.59
H -3.0391 -3.4706 -0.7007 0.44
N 1.6742 0.8640 -0.7035 -0.34
P 0.3444 0.4883 -1.7123 0.57
C -0.7115 1.9639 -1.5924 0.71
C -1.9215 1.8940 -0.9146 -0.28
C -2.6614 3.0448 -0.7124 -0.57
C -2.1893 4.2612 -1.1806 -0.58
C -0.9865 4.3294 -1.8681 -0.78
C -0.2438 3.1823 -2.0805 -0.52
C 1.0940 0.5758 -3.3524 0.47
C 0.3158 0.9185 -4.4564 -0.50
C 0.8954 0.9590 -5.7106 -0.65
C 2.2385 0.6493 -5.8668 -0.47
C 3.0097 0.2962 -4.7700 -0.71
C 2.4370 0.2443 -3.5132 -0.39
P 1.4111 0.4156 0.9173 0.38
C 3.0331 0.8005 1.6247 0.43
C 4.1707 0.7158 0.8254 -0.25
C 5.3912 1.1289 1.3287 -0.74
C 5.4821 1.5965 2.6321 -0.48
C 4.3564 1.6365 3.4409 -0.64
C 3.1294 1.2356 2.9444 -0.57
C 0.3012 1.6428 1.6731 0.61
C 0.5150 3.0036 1.4768 -0.04
C -0.3411 3.9173 2.0643 -0.79
C -1.3922 3.4816 2.8581 -0.61
C -1.5992 2.1262 3.0599 -0.83
C -0.7556 1.2077 2.4640 -0.29
H 2.1849 1.7276 -0.8868 0.51
H -2.2770 0.9319 -0.5513 0.26
H -3.6041 2.9899 -0.1920 0.48
H -2.7672 5.1570 -1.0160 0.45
H -0.6310 5.2787 -2.2395 0.44
H 0.6874 3.2332 -2.6296 0.44
H -0.7301 1.1602 -4.3253 0.44
H 0.3017 1.2281 -6.5697 0.42
H 2.6860 0.6878 -6.8466 0.42
H 4.0548 0.0572 -4.8971 0.43
H 3.0289 -0.0458 -2.6547 0.35
H 4.1021 0.3388 -0.1864 0.39
H 6.2696 1.0923 0.7022 0.43
H 6.4320 1.9339 3.0155 0.41
H 4.4344 1.9877 4.4580 0.43
H 2.2478 1.2710 3.5678 0.47
H 1.3442 3.3489 0.8724 0.40
H -0.1854 4.9746 1.9118 0.48
H -2.0455 4.2002 3.3296 0.44
H -2.4045 1.7881 3.6926 0.48
H -0.8895 0.1402 2.6350 0.34
```

# 3
A structure of composition C29H31O7PS3Sc. Source: the OMol25 dataset; level of theory: ωB97M-V with the def2-TZVPD basis set.

The calculation puts the HOMO energy at -0.3970 Ha. Its charge is +1.

Structure (XYZ):
```
72
Properties=species:S:1:pos:R:3:mulliken_charge:R:1
Sc -0.7462 1.3368 0.6546 -0.32
C 0.1906 4.9756 0.3608 -0.72
C -0.1936 4.8738 -1.1054 -0.84
S -1.2826 3.4582 -1.4655 0.24
C -0.5104 2.8404 -2.9815 -0.75
C 0.9465 2.4375 -2.7912 -1.22
S 1.0859 1.2301 -1.4458 0.39
C 2.5485 1.7971 -0.5334 -0.52
C 2.4420 3.1964 0.0893 -1.12
S 0.9455 3.5075 1.1075 0.05
H -0.6834 5.1472 0.9899 0.25
H 0.8498 5.8313 0.5110 0.61
H 0.6927 4.7946 -1.7296 0.32
H -0.6939 5.7997 -1.3937 0.57
H -0.6057 3.5744 -3.7816 0.53
H -1.1191 1.9758 -3.2545 0.42
H 1.5918 3.2880 -2.5834 0.50
H 1.3206 1.9646 -3.6989 0.55
H 3.4093 1.7602 -1.2024 0.82
H 2.7005 1.0391 0.2356 0.05
H 2.4758 3.9772 -0.6700 0.48
H 3.3013 3.3468 0.7411 0.61
O -4.0134 4.1411 1.3233 -0.49
C -3.4044 2.9764 1.3908 0.56
O -2.1940 2.8748 1.2478 -0.10
C -4.3758 1.8676 1.7321 -0.75
O -3.9107 0.5849 1.4742 -0.32
C -4.2859 0.0578 0.2105 -0.67
C -3.3212 0.4150 -0.9231 0.71
O -3.6793 0.3747 -2.0757 -0.67
O -2.1026 0.6725 -0.5315 -0.03
H -3.3758 4.8480 1.1413 0.39
H -4.5427 1.9671 2.8104 0.38
H -5.3250 2.0903 1.2359 0.39
H -4.2815 -1.0286 0.3072 0.32
H -5.2927 0.3695 -0.0756 0.42
O -1.1597 0.4569 2.5226 -0.65
C 0.0096 -0.0323 2.5152 0.65
O 0.9244 0.6048 1.9037 -0.51
C 0.2361 -1.4429 2.9277 0.84
C 0.1841 -1.8731 4.2431 -0.55
C 0.3278 -3.2253 4.5172 -0.73
C 0.4834 -4.1282 3.4772 -0.77
C 0.5111 -3.6904 2.1616 -0.63
C 0.4025 -2.3357 1.8657 -0.32
P 0.4233 -1.6481 0.1630 2.29
C 2.2071 -1.7052 -0.2215 -0.07
C 2.6169 -1.6946 -1.5568 -0.18
C 3.9630 -1.6298 -1.8783 -0.79
C 4.9184 -1.5672 -0.8711 -0.60
C 4.5209 -1.5785 0.4565 -0.68
C 3.1716 -1.6461 0.7815 -0.54
C -0.2469 -2.9596 -0.9018 0.35
C -1.5034 -2.7429 -1.4633 -0.67
C -2.0850 -3.6986 -2.2850 -0.63
C -1.4093 -4.8778 -2.5546 -0.55
C -0.1480 -5.0969 -2.0132 -0.83
C 0.4339 -4.1421 -1.1961 -0.40
H 0.0310 -1.1600 5.0425 0.55
H 0.3028 -3.5751 5.5404 0.41
H 0.5772 -5.1848 3.6911 0.46
H 0.6100 -4.4143 1.3644 0.40
H 1.8800 -1.7492 -2.3486 0.53
H 4.2678 -1.6372 -2.9170 0.43
H 5.9701 -1.5228 -1.1225 0.42
H 5.2609 -1.5437 1.2456 0.45
H 2.8748 -1.6540 1.8226 0.36
H -2.0177 -1.8097 -1.2774 0.14
H -3.0576 -3.5124 -2.7214 0.48
H -1.8573 -5.6247 -3.1968 0.39
H 0.3859 -6.0119 -2.2345 0.43
H 1.4291 -4.3100 -0.8023 0.47
```

# 4
A structure of composition C29H32AsN3O3SZr at a distorted geometry. Source: the OMol25 dataset; level of theory: ωB97M-V with the def2-TZVPD basis set.

The calculation puts the HOMO energy at -0.4801 Ha. Its charge is +2.

Structure (XYZ):
```
70
Properties=species:S:1:pos:R:3:mulliken_charge:R:1
Zr 0.6026 0.3226 1.5757 -0.45
C 4.1929 1.0125 2.7303 -1.90
C 2.8729 1.7128 2.5642 1.31
C 2.5035 2.3155 1.3575 -0.42
C 1.2791 2.9841 1.2301 -0.78
C 0.4542 3.1361 2.3449 -0.40
C 0.8572 2.6177 3.5771 -0.38
C 2.0308 1.8892 3.6771 -0.56
H 4.8468 1.6098 3.3683 0.45
H 4.6978 0.8698 1.7785 0.38
H 4.0678 0.0459 3.2210 0.33
H 3.2096 2.3463 0.5390 0.58
H 1.0296 3.4804 0.3013 0.48
H -0.4434 3.7329 2.2833 0.50
H 0.2655 2.8089 4.4617 0.39
H 2.3481 1.5177 4.6433 0.51
S -1.6681 1.0229 2.4484 -0.35
C -2.9615 1.1666 1.2465 0.58
C -4.2334 1.5248 1.6846 -0.88
C -5.2707 1.6431 0.7751 -0.69
C -5.0506 1.4117 -0.5767 -0.81
C -3.7852 1.0650 -1.0170 -0.60
C -2.7361 0.9355 -0.1102 -0.18
As -0.9462 0.3755 -0.6063 2.23
C -1.2116 -1.5640 -0.7565 0.77
C -2.4743 -2.0924 -1.0069 -0.14
C -2.6469 -3.4631 -1.1273 -0.82
C -1.5590 -4.3170 -1.0021 -0.74
C -0.2945 -3.7961 -0.7730 -0.75
C -0.1204 -2.4244 -0.6541 -0.05
C -0.9610 0.7908 -2.5272 0.33
C -0.7700 -0.1931 -3.4893 -0.48
C -0.8630 0.1388 -4.8340 -0.75
C -1.1329 1.4450 -5.2155 -0.52
C -1.3017 2.4316 -4.2522 -0.74
C -1.2093 2.1080 -2.9092 -0.31
H -4.3983 1.7116 2.7378 0.50
H -6.2564 1.9175 1.1258 0.41
H -5.8643 1.5038 -1.2829 0.44
H -3.6018 0.8900 -2.0702 0.51
H -3.3259 -1.4311 -1.0965 0.40
H -3.6320 -3.8640 -1.3258 0.45
H -1.6924 -5.3860 -1.1038 0.40
H 0.5584 -4.4594 -0.7007 0.49
H 0.8751 -2.0346 -0.5051 0.20
H -0.5733 -1.2165 -3.1940 0.46
H -0.7344 -0.6291 -5.5851 0.44
H -1.2199 1.6943 -6.2644 0.42
H -1.5139 3.4497 -4.5499 0.43
H -1.3617 2.8679 -2.1506 0.41
N -1.2813 -2.1834 2.3758 -0.30
C -0.1896 -2.7004 3.2105 -0.86
C 0.7456 -1.5429 2.9960 1.02
O 1.5355 -1.5301 1.9869 -0.64
O 0.5344 -0.4204 3.5348 -0.46
H -1.8860 -1.5858 2.9292 0.23
H -1.8474 -2.9421 2.0085 0.26
H 0.2245 -3.6029 2.7707 0.41
H -0.4458 -2.8623 4.2563 0.42
C 4.5500 -0.4774 -2.5416 -1.09
N 3.3595 0.0028 -1.8533 -0.19
C 2.9834 -0.3496 -0.6323 -0.05
N 3.7314 -1.2047 0.0716 -0.10
O 1.9158 0.1586 -0.1494 0.58
H 4.5521 -0.0762 -3.5497 0.36
H 4.5541 -1.5663 -2.6127 0.34
H 5.4594 -0.1430 -2.0403 0.34
H 2.7437 0.6368 -2.3371 0.27
H 4.5254 -1.6665 -0.3401 0.21
H 3.3576 -1.5696 0.9313 0.16
```

# 5
A structure of composition C29H32BrN2O4S3SbSe4V. Source: the OMol25 dataset; level of theory: ωB97M-V with the def2-TZVPD basis set.

The calculation puts the HOMO energy (alpha / beta) at -0.0960 / -0.0961 Ha. The multiplicity is 4. Its charge is -2.

Structure (XYZ):
```
77
Properties=species:S:1:pos:R:3:mulliken_spin:R:1
V -0.7005 0.7833 -0.1245 1.92
C -3.1040 -3.0396 -1.1685 0.00
C -1.7624 -2.9625 -0.5102 0.00
N -1.6917 -2.8406 0.7556 0.00
N -0.3980 -2.8004 1.2519 -0.01
C -0.0318 -1.7262 1.8175 0.02
S -0.9325 -0.2526 2.0962 -0.01
S 1.6456 -1.6422 2.4038 0.00
C 2.3399 -3.1707 1.7197 0.00
C 2.0160 -4.4359 2.4664 0.00
C 2.4286 -4.6132 3.7836 0.00
C 2.1545 -5.7911 4.4625 0.00
C 1.4571 -6.8122 3.8305 0.00
C 1.0358 -6.6409 2.5189 0.00
C 1.3124 -5.4610 1.8431 0.00
C -0.5323 -3.0096 -1.3537 0.02
C -0.1248 -4.1957 -1.9470 -0.01
C 1.0951 -4.2952 -2.6059 0.01
C 1.9131 -3.1743 -2.6787 -0.01
C 1.5082 -1.9697 -2.1273 0.01
C 0.2759 -1.8667 -1.4709 -0.01
O -0.1210 -0.7116 -0.9934 0.00
H -3.8803 -3.2346 -0.4303 0.00
H -3.3219 -2.0841 -1.6576 0.01
H -3.1113 -3.8106 -1.9429 0.00
H 2.0135 -3.2451 0.6823 0.00
H 3.4196 -3.0005 1.7295 0.00
H 2.9535 -3.8070 4.2841 0.00
H 2.4785 -5.9094 5.4899 0.00
H 1.2336 -7.7301 4.3610 0.00
H 0.4750 -7.4239 2.0227 0.00
H 0.9598 -5.3088 0.8299 0.00
H -0.7644 -5.0681 -1.8575 0.00
H 1.4050 -5.2346 -3.0465 0.00
H 2.8721 -3.2340 -3.1812 0.00
H 2.1257 -1.0825 -2.1953 0.00
C -3.3683 2.3454 3.0569 -0.01
C -3.3668 3.5453 2.1207 0.01
C -1.9665 4.0910 1.8376 0.00
S -1.0792 3.5197 0.3656 0.04
O 0.1907 4.3000 0.3935 0.00
C -2.1262 4.2764 -0.8767 -0.03
C -1.7060 3.9500 -2.3057 0.02
C -0.4695 4.7092 -2.7731 0.00
H -4.3798 1.9581 3.1826 0.00
H -2.9748 2.6184 4.0405 0.00
H -2.7643 1.5286 2.6654 0.01
H -3.9434 4.3574 2.5737 0.00
H -3.8846 3.2937 1.1935 -0.01
H -1.2735 3.8619 2.6506 0.00
H -1.9608 5.1744 1.6943 0.00
H -2.0515 5.3488 -0.6671 -0.01
H -3.1514 3.9533 -0.6917 0.03
H -2.5574 4.1796 -2.9503 -0.01
H -1.5413 2.8764 -2.4126 0.00
H -0.6549 5.7876 -2.7743 0.00
H -0.2068 4.4092 -3.7891 0.00
H 0.3824 4.5128 -2.1226 0.00
Se -3.5138 0.9576 -4.2758 0.00
Sb -4.5597 1.3826 -2.1534 -0.01
Se -5.7366 3.5225 -1.7995 0.44
Se -6.7896 0.4547 -1.6237 0.61
Se -3.1662 0.6258 -0.1907 -0.06
Br 6.0937 3.4166 1.4053 0.00
C 4.8850 3.1620 -0.0439 0.00
C 5.3028 3.4838 -1.3253 0.00
C 4.4222 3.3060 -2.3830 0.00
C 3.1452 2.8153 -2.1560 0.00
C 2.7523 2.4929 -0.8650 0.00
C 3.6210 2.6638 0.2059 0.00
C 1.3800 1.9561 -0.6209 0.01
O 1.0766 1.5553 0.5420 -0.03
O 0.5341 1.9084 -1.5473 0.04
H 6.3005 3.8671 -1.4902 0.00
H 4.7390 3.5546 -3.3880 0.00
H 2.4365 2.6757 -2.9613 0.00
H 3.2898 2.4039 1.2017 0.00
```

# 6
A structure of composition C29H32N2O2ReSe2Si. Source: the OMol25 dataset; level of theory: ωB97M-V with the def2-TZVPD basis set.

The calculation puts the HOMO energy (alpha / beta) at -0.2619 / -0.2465 Ha. The multiplicity is 2.

Structure (XYZ):
```
69
Properties=species:S:1:pos:R:3:mulliken_spin:R:1
Re -0.9059 0.5202 0.3733 1.15
C 0.6997 1.7660 -2.0960 -0.02
N -0.1775 1.9495 -0.9413 -0.04
C -0.6013 3.1782 -0.7464 0.02
C -1.4375 3.4596 0.3293 0.00
C -2.0173 4.6491 0.7992 -0.01
C -2.7117 4.3042 1.9459 0.01
C -2.5254 2.9229 2.1178 0.00
N -1.7689 2.3988 1.1504 0.01
C 2.0881 2.3361 -1.9058 0.00
C 2.8481 2.6465 -3.0308 0.00
C 4.1324 3.1455 -2.9017 0.00
C 4.6757 3.3430 -1.6398 0.00
C 3.9265 3.0343 -0.5174 0.00
C 2.6388 2.5345 -0.6479 -0.01
H 0.2437 2.2378 -2.9739 -0.01
H 0.7600 0.6966 -2.3021 0.03
H -0.2777 3.9731 -1.4166 0.00
H -1.9218 5.6262 0.3548 0.00
H -3.2742 4.9553 2.5937 0.00
H -2.9003 2.3235 2.9359 0.00
H 2.4265 2.4924 -4.0175 0.00
H 4.7096 3.3832 -3.7859 0.00
H 5.6786 3.7353 -1.5341 0.00
H 4.3459 3.1766 0.4704 0.00
H 2.0650 2.2863 0.2360 0.00
O -5.3809 -1.7210 4.0364 0.00
C -4.0573 -1.3041 4.3108 0.00
C -3.1984 -1.4622 3.0430 0.00
C -1.7852 -1.0000 3.4591 -0.01
O -0.8804 -0.5677 2.4361 -0.01
C -3.2366 -2.9227 2.6075 0.00
Se -2.3451 -3.1578 0.8826 -0.03
C -3.8024 -0.6045 1.9268 0.03
Se -2.8817 -0.8951 0.2177 -0.05
H -5.8916 -1.6984 4.8500 0.00
H -3.6177 -1.9080 5.1150 0.00
H -4.0417 -0.2531 4.6274 0.00
H -1.2935 -1.8086 4.0058 0.00
H -1.8850 -0.1482 4.1384 0.00
H -0.3111 -1.3049 2.1551 0.00
H -4.2709 -3.2485 2.5256 0.00
H -2.7269 -3.5607 3.3318 0.00
H -3.6726 0.4583 2.1151 -0.01
H -4.8604 -0.8277 1.7996 0.00
C 5.0830 -0.2852 -1.3071 0.00
C 4.2025 -0.6639 -2.3080 0.00
C 2.8971 -1.0098 -1.9917 0.00
C 2.4336 -0.9728 -0.6784 0.00
C 3.3413 -0.6012 0.3137 -0.01
C 4.6498 -0.2625 0.0110 0.00
Si 0.6254 -1.3195 -0.2177 -0.10
C 0.0070 -2.5340 -1.5473 0.00
C -0.9939 -2.1611 -2.4429 0.03
C -1.4573 -3.0300 -3.4226 0.01
C -0.9233 -4.3036 -3.5213 0.00
C 0.0786 -4.6988 -2.6426 0.00
C 0.5371 -3.8207 -1.6743 0.00
H 6.1017 -0.0118 -1.5515 0.00
H 4.5334 -0.6907 -3.3392 0.00
H 2.2257 -1.3148 -2.7890 0.00
H 3.0156 -0.5669 1.3490 0.00
H 5.3325 0.0258 0.8013 0.00
H 0.8568 -2.2197 0.9955 0.00
H -1.4260 -1.1641 -2.3749 -0.03
H -2.2374 -2.7122 -4.1034 0.00
H -1.2837 -4.9882 -4.2786 0.00
H 0.4999 -5.6937 -2.7156 0.00
H 1.3211 -4.1401 -0.9974 0.00
```

no.,total energy (eV)
1,-126650.218
2,-191250.135
3,-107404.439
4,-114149.626
5,-437927.506
6,-178366.139